The following is a quantum chemistry calculation of a structure of composition ClO4SbSe4Ta, from the OMol25 dataset.

Positions of all 11 atoms, in Å:
Ta: -0.25 -0.37 -0.19
Se: 2.67 4.21 1.48
Sb: 1.54 2.05 1.34
Se: 2.34 0.15 -0.09
Se: -0.94 1.80 1.13
Se: 2.65 2.71 3.45
O: -3.24 -2.19 -1.89
Cl: -1.90 -2.55 -1.63
O: -1.22 -3.22 -2.67
O: -0.55 -1.71 0.80
O: -1.10 -0.88 -1.74

## Properties
* net charge: +1
* electronic energy: -290176.09628 eV
* lowest unoccupied orbital energy: -6.566 eV
* highest occupied orbital energy: -12.85 eV
* strongest force on any atom: 1.91 eV Å⁻¹
* 2S+1: 1
* energy relative to the best compared isomer or geometry (same formula, charge and spin): 0.000 eV
* frontier orbital gap: 6.28 eV

Löwdin population analysis, charges in e, atoms 1 to 8: 1.05 0.18 0.06 0.11 0.11 0.18 -0.31 1.04